# 1
The following is a quantum chemistry calculation of a 13-piece molecular cluster, C5H34NO13 overall, from the OMol25 dataset.

Cartesian coordinates (Å):
1 C -0.81738 2.03083 -0.93773
2 O 0.07759 3.00858 -0.42396
3 C -0.14320 0.71723 -1.38275
4 C -1.12205 -0.46903 -1.38535
5 C -0.39473 -1.77864 -1.48920
6 C -0.70019 -2.85043 -0.77214
7 N 0.46791 0.86041 -2.71875
8 H -1.31696 2.49921 -1.79748
9 H -1.58269 1.82700 -0.18731
10 H 0.65634 0.48465 -0.66789
11 H -1.71039 -0.44537 -0.45717
12 H -1.81930 -0.38995 -2.22044
13 H 0.41847 -1.79569 -2.19537
14 H -1.48442 -2.86847 -0.03437
15 H -0.10298 -3.75202 -0.87509
16 H -0.20898 1.01851 -3.45674
17 H 1.13724 1.61911 -2.73405
18 H -2.57865 2.22141 2.16572
19 H 0.35651 1.55587 2.22207
20 O -2.76169 1.26909 2.16267
21 H -3.58902 0.24355 -0.56052
22 H -3.69033 0.53183 0.93342
23 O -4.16169 0.06740 0.18856
24 H 3.10091 2.90079 -0.03949
25 H 1.76559 3.02468 -0.82262
26 O 2.74599 2.89489 -0.94983
27 H 3.51500 -1.22051 -0.23850
28 H 2.69648 -1.79781 0.96657
29 O 3.28566 -2.04966 0.21732
30 H 1.80648 1.85887 1.73273
31 H 0.37401 2.79699 0.54282
32 O 0.95492 2.33091 1.89071
33 H 1.57932 -1.89407 2.77715
34 H 0.84745 -0.57342 2.32370
35 O 1.74708 -1.09493 2.27301
36 H -3.98500 -1.56930 0.68653
37 H -3.23166 -2.81540 0.17335
38 O -3.77218 -2.50855 0.90024
39 H -0.71022 -2.29301 -4.08477
40 H 0.00462 -0.93229 -3.98830
41 O -0.57369 -1.46845 -4.54992
42 H 3.34589 1.27562 -1.26388
43 H 2.91910 -0.10972 -1.79001
44 O 3.56649 0.31271 -1.21814
45 H -0.92165 -1.34352 2.88698
46 H -1.96338 -2.40931 2.51172
47 O -1.14634 -2.29366 3.03226
48 H -1.84834 0.83704 2.37408
49 H -0.35395 0.45373 3.68082
50 O -0.40938 0.31260 2.71780
51 H 2.90823 0.18382 1.89677
52 H 3.52037 0.62934 0.54512
53 O 3.30282 0.95660 1.43959

Properties
molecular weight: 316.321 g/mol
net charge: -1
E_tot: -1243.9096 a.u.
2S+1: 1
HOMO: -7.115 eV
Kohn-Sham gap: 9.943 eV

# 2
The following is a quantum chemistry calculation of a 14-piece molecular cluster, C5H34O16 overall, from the OMol25 dataset.

Cartesian coordinates (Å):
1 O -1.89119 1.08496 1.51428
2 C -0.65312 0.61472 1.34773
3 O 0.29249 1.26696 1.71663
4 C -0.75400 -0.81203 0.98654
5 C 0.24972 -1.10494 -0.23904
6 C -0.49167 -1.05535 -1.55340
7 C -0.37859 -2.21802 -2.54147
8 O -0.91867 -3.29926 -2.41543
9 H 0.71483 2.97123 1.59118
10 H -0.53687 -1.38584 1.91536
11 H -1.75842 -1.20577 0.74249
12 H 1.30522 -0.46590 -0.39406
13 H 0.71442 -2.18957 -0.05048
14 H -1.59248 -0.92793 -1.55245
15 H -0.00871 -0.10627 -1.99118
16 H 0.32763 -2.16938 -3.37328
17 H -2.26053 3.60097 1.26116
18 H -1.95851 2.04674 2.01330
19 O -2.01112 3.49174 2.18506
20 H -1.82071 -3.77806 -1.15385
21 H -2.77098 -3.35736 -0.02810
22 O -2.01229 -3.91865 -0.13558
23 H 0.04076 3.69833 -0.38736
24 H 0.56392 3.38828 -1.71190
25 O -0.23728 3.29320 -1.25223
26 H -2.06745 3.40253 -1.00133
27 H -2.51497 2.25842 -0.06233
28 O -2.74382 3.13803 -0.39328
29 H 2.47088 -1.68433 3.64054
30 H 1.67945 -2.31950 2.34902
31 O 2.35805 -1.66182 2.72538
32 H 3.22441 1.82342 -0.46803
33 H 1.64074 1.78589 -0.32709
34 O 2.35895 2.33268 -0.64789
35 H 3.11601 -1.29353 -1.69099
36 H 2.55825 -1.71123 -3.07247
37 O 2.27465 -1.26878 -2.20509
38 H 0.55545 -3.97702 1.74130
39 H -0.67610 -3.51098 2.33523
40 O 0.29773 -3.27731 2.37579
41 H -1.43570 0.44969 -3.78946
42 H -1.81657 1.05143 -2.47784
43 O -2.33121 0.66976 -3.33247
44 H 4.34152 -0.47198 -0.18868
45 H 4.77753 -1.92089 -0.60310
46 O 4.46296 -1.04445 -0.85295
47 H 2.60997 1.36463 2.10480
48 H 2.92009 -0.13900 2.12789
49 O 3.26518 0.75247 1.85265
50 H -5.02880 -0.86437 -0.12692
51 H -4.55218 -1.94321 -1.23900
52 O -4.60185 -1.76527 -0.29536
53 H 1.36691 4.48299 1.28717
54 H -1.16829 3.96161 2.45026
55 O 0.50435 3.91730 1.29031

Properties
molecular weight: 350.311 g/mol
net charge: 0
E_tot: -1414.6853 a.u.
2S+1: 1
HOMO: -10.084 eV
Kohn-Sham gap: 10.195 eV

# 3
The following is a quantum chemistry calculation of a 12-piece molecular cluster, C5H35NO13 overall, from the OMol25 dataset.

Cartesian coordinates (Å):
1 C -0.90374 2.56893 -0.72567
2 N 0.08996 1.59182 -0.10934
3 C 0.85757 2.08871 1.05201
4 C 2.00498 3.20972 0.71488
5 O 1.84965 4.42978 1.48449
6 C 1.60874 0.96533 1.83843
7 C 1.00573 0.34434 3.09814
8 O 0.64216 -0.97432 2.71530
9 H -1.91464 2.06597 -0.58433
10 H -1.32447 3.29194 0.10263
11 H -0.68155 2.83118 -1.76800
12 H 0.87431 1.25603 -0.73649
13 H 0.18406 2.60774 1.83221
14 H 2.86549 2.81243 0.94708
15 H 1.90686 3.71436 -0.25707
16 H 1.24908 4.21705 2.19625
17 H 1.56634 0.07519 1.06726
18 H 2.72479 1.10351 1.97244
19 H 1.65717 0.54711 3.96879
20 H 0.10027 0.81094 3.42694
21 H 0.07711 -1.40157 3.35265
22 O -2.41434 -2.66587 -2.59828
23 H -3.26614 -3.19468 -2.60084
24 H -1.83546 -3.40772 -2.92971
25 O -1.53359 -0.63352 -0.77785
26 H -1.87640 -1.42040 -1.05963
27 H -1.32783 -0.12305 -1.64507
28 O 0.21288 -4.89888 -0.10862
29 H 0.07499 -5.15540 0.77367
30 H 0.12961 -3.97837 -0.06906
31 O -1.58095 -1.02517 1.88532
32 H -0.82888 -0.55861 1.66174
33 H -2.25759 -1.16992 1.26647
34 O 3.23173 -1.03476 -1.38579
35 H 3.25155 -2.04875 -1.51548
36 H 4.14584 -0.91327 -1.64453
37 O 3.99336 -2.01344 0.92073
38 H 4.33998 -2.53035 1.64540
39 H 3.27673 -1.56155 1.42059
40 O -4.96257 0.30230 -1.30751
41 H -4.14466 0.21977 -0.85515
42 H -5.43369 0.41267 -0.57108
43 O -1.72456 0.45804 -3.62053
44 H -0.97647 0.67994 -4.09441
45 H -2.33349 -0.08356 -4.02617
46 O 0.73325 -0.64816 -3.73873
47 H 1.33655 -0.92829 -4.39333
48 H 0.93327 -1.02720 -2.97413
49 O 0.59191 -2.08176 0.11002
50 H 0.87381 -1.83251 1.04694
51 H 0.13291 -1.20731 -0.01096
52 O -2.48951 2.38283 1.85550
53 H -1.88744 1.84127 1.32887
54 H -2.82469 1.68950 2.42302

Properties
molecular weight: 317.329 g/mol
net charge: 0
E_tot: -1244.1796 a.u.
2S+1: 1
HOMO: -8.741 eV
SMILES string: CN[C@H](CO)CCO.O.O.O.O.O.O.O.O.O.O.O
Kohn-Sham gap: 8.995 eV

# 4
The following is a quantum chemistry calculation of a 12-piece molecular cluster, C5H36N2O11S overall, from the OMol25 dataset.

Cartesian coordinates (Å):
1 C 0.56500 -2.27658 2.42370
2 N 0.56577 -1.69593 1.07146
3 C 1.78562 -0.94073 0.77210
4 C 1.55763 -0.39124 -0.66029
5 N 2.77196 -0.43779 -1.49821
6 C 1.04848 1.05321 -0.54055
7 C 0.67586 1.57127 -1.91471
8 S 0.80642 3.38612 -2.12662
9 H 1.57842 -2.51335 2.74483
10 H 0.11000 -1.63539 3.18106
11 H 0.03209 -3.22877 2.40337
12 H -0.25921 -1.12157 0.96068
13 H 2.61826 -1.64329 0.82697
14 H 2.02647 -0.10371 1.43716
15 H 0.78022 -1.02599 -1.08804
16 H 3.57441 -0.63545 -0.91833
17 H 2.64617 -1.08829 -2.25957
18 H 0.20828 1.05633 0.15636
19 H 1.86318 1.63511 -0.10384
20 H 1.25465 1.07247 -2.68561
21 H -0.35089 1.28501 -2.14875
22 H 0.50927 3.61489 -0.85197
23 O 1.09743 -0.73623 -4.41902
24 H 1.95115 -0.29558 -4.30795
25 H 0.55169 -0.07218 -4.85452
26 O -4.60578 -0.00492 0.15859
27 H -4.90558 -0.53374 0.91410
28 H -4.26878 -0.73952 -0.37884
29 O -2.08558 3.24951 3.35690
30 H -2.69857 3.75864 2.81071
31 H -2.44739 2.35076 3.28644
32 O 2.19022 4.65475 1.97560
33 H 2.40130 4.24133 1.13410
34 H 1.54253 4.04876 2.39318
35 O -1.21383 -3.88154 0.14358
36 H -1.36509 -3.66488 -0.79070
37 H -0.30762 -3.55527 0.24707
38 O -0.30575 -3.00316 -3.13070
39 H 0.32312 -3.59121 -2.69899
40 H 0.20728 -2.30690 -3.56661
41 O -2.61982 -1.92422 -1.49377
42 H -1.93022 -2.13217 -0.85009
43 H -2.12889 -1.81094 -2.32097
44 O 0.30810 2.72380 2.28624
45 H 0.56285 1.93245 2.77086
46 H -0.61478 2.91048 2.59358
47 O -2.62607 1.33278 1.46484
48 H -2.97854 1.90158 0.77730
49 H -2.84123 0.42385 1.24500
50 O -3.06743 -3.33766 2.21736
51 H -2.61773 -3.56456 3.03233
52 H -2.70824 -3.87301 1.49467
53 O 4.03441 3.19516 -1.53483
54 H 3.41040 3.77024 -1.99815
55 H 3.38837 2.59726 -1.13849

Properties
molecular weight: 332.413 g/mol
net charge: 0
E_tot: -1547.4160 a.u.
2S+1: 1
HOMO: -9.377 eV
SMILES string: CNC[C@H](N)CCS.O.O.O.O.O.O.O.O.O.O.O
Kohn-Sham gap: 9.289 eV